Entry 1:
# C25H45N2O7

A 3-piece molecular cluster, C25H45N2O7 overall (wB97M-V/def2-TZVPD, the OMol25 dataset).

```
79
Properties=species:S:1:pos:R:3:lowdin_charge:R:1
C 5.233 -6.997 2.616 -0.039
C 4.191 -5.997 2.201 -0.260
C 3.953 -4.847 2.947 -0.027
C 2.975 -3.929 2.576 -0.029
C 2.226 -4.169 1.425 -0.259
C 1.119 -3.224 1.001 -0.042
C -0.199 -3.773 1.424 -0.217
N -0.387 -4.740 2.295 0.174
C -1.745 -5.005 2.441 0.030
C -2.388 -4.141 1.622 -0.190
C -3.861 -4.006 1.425 -0.093
C -4.633 -5.276 1.760 -0.266
O -4.395 -6.284 0.808 -0.033
N -1.413 -3.393 1.010 0.224
C 2.464 -5.308 0.659 -0.036
C 3.442 -6.219 1.038 -0.020
H 5.375 -7.738 1.840 0.077
H 4.940 -7.530 3.518 0.088
H 6.167 -6.495 2.840 0.087
H 4.521 -4.660 3.847 0.120
H 2.786 -3.036 3.151 0.116
H 1.255 -2.240 1.441 0.126
H 1.123 -3.123 -0.080 0.135
H 0.304 -5.256 2.817 0.182
H -2.121 -5.750 3.107 0.136
H -4.223 -3.228 2.096 0.133
H -4.123 -3.744 0.405 0.132
H -4.465 -5.600 2.785 0.120
H -5.684 -5.005 1.706 0.124
H -3.869 -6.995 1.177 0.089
H -1.597 -2.645 0.356 0.155
H 1.894 -5.493 -0.241 0.120
H 3.621 -7.106 0.455 0.114
C -0.066 2.119 1.718 -0.092
O -0.620 1.732 0.475 -0.211
C -0.536 0.347 0.248 -0.223
C -1.602 -0.112 -0.723 -0.189
O -2.887 -0.263 -0.145 -0.144
C -3.609 0.932 0.159 -0.166
C -4.158 1.649 -1.053 -0.198
O -3.136 2.383 -1.707 -0.211
C -3.418 2.608 -3.076 -0.097
H 1.007 1.896 1.755 0.096
H -0.208 3.191 1.829 0.091
H -0.580 1.612 2.543 0.090
H -0.650 -0.213 1.189 0.117
H 0.454 0.125 -0.183 0.130
H -1.330 -1.120 -1.060 0.113
H -1.629 0.526 -1.607 0.119
H -3.012 1.605 0.774 0.125
H -4.458 0.599 0.759 0.129
H -4.936 2.350 -0.725 0.134
H -4.606 0.920 -1.737 0.130
H -3.539 1.659 -3.611 0.092
H -2.574 3.146 -3.502 0.086
H -4.322 3.213 -3.198 0.094
C 2.070 8.466 -3.653 -0.111
O 2.211 7.124 -3.242 -0.199
C 3.312 6.936 -2.371 -0.206
C 3.120 5.705 -1.515 -0.183
O 2.227 5.887 -0.426 -0.126
C 0.837 5.946 -0.717 -0.176
C 0.219 4.607 -1.051 -0.194
O 0.520 4.232 -2.388 -0.183
C 0.512 2.837 -2.571 -0.108
H 2.938 8.797 -4.233 0.089
H 1.182 8.528 -4.280 0.088
H 1.935 9.129 -2.790 0.089
H 3.438 7.809 -1.719 0.128
H 4.220 6.813 -2.977 0.129
H 4.082 5.476 -1.052 0.127
H 2.834 4.845 -2.124 0.121
H 0.623 6.683 -1.492 0.124
H 0.373 6.296 0.208 0.128
H -0.872 4.670 -0.952 0.133
H 0.592 3.852 -0.352 0.103
H 1.248 2.355 -1.914 0.089
H 0.788 2.638 -3.606 0.093
H -0.481 2.419 -2.371 0.063
```

Computed properties:
Frontier orbital gap, eV: 8.16
Spin multiplicity: 1
Total charge: +1
Highest occupied orbital energy, eV: -10.482
ΔE to the lowest compared entry with this formula, charge and spin, kJ/mol: 0.0

=====

Entry 2:
# C25H46BNP2Sc

C25H46BNP2Sc as an isolated structure (wB97M-V/def2-TZVPD, the OMol25 dataset).

```
76
Properties=species:S:1:pos:R:3:lowdin_charge:R:1
Sc 0.065 0.565 0.363 1.165
C -2.313 0.728 0.329 -0.274
C -2.101 -0.560 -0.257 -0.255
C -1.265 -0.628 1.903 -0.299
C -1.853 0.661 1.693 -0.295
C -1.477 -1.400 0.717 -0.261
C -3.059 1.863 -0.285 -0.007
H -3.047 1.785 -1.377 0.082
H -2.611 2.824 -0.005 0.077
H -4.113 1.873 0.037 0.112
C -1.965 1.718 2.734 -0.020
H -2.452 2.613 2.332 0.093
H -0.972 2.003 3.114 0.088
H -2.557 1.345 3.581 0.104
C -0.644 -1.096 3.169 -0.013
H -1.412 -1.254 3.942 0.111
H 0.068 -0.357 3.560 0.092
H -0.111 -2.042 3.023 0.083
C -1.335 -2.875 0.645 -0.016
H -2.225 -3.380 1.054 0.114
H -0.475 -3.215 1.231 0.084
H -1.210 -3.228 -0.380 0.070
C -2.724 -1.031 -1.516 -0.016
H -3.716 -1.480 -1.334 0.116
H -2.113 -1.795 -2.005 0.074
H -2.871 -0.215 -2.227 0.073
C 1.670 1.601 -1.587 -0.116
C 0.428 1.473 -2.111 -0.138
C 0.037 0.518 -3.212 -0.144
C 0.709 -0.869 -3.170 -0.157
C 0.741 -1.566 -1.850 -0.071
C 1.654 -1.368 -0.865 -0.134
C 2.947 -0.602 -1.049 -0.170
C 2.880 0.728 -1.834 -0.168
H 0.239 0.966 -4.205 0.145
H 1.717 -0.780 -3.589 0.112
H -1.056 0.413 -3.186 0.095
H 3.034 0.546 -2.911 0.113
H 1.884 2.499 -0.988 0.111
H -0.282 2.301 -1.947 0.124
H 3.749 1.333 -1.517 0.122
H 3.367 -0.387 -0.053 0.120
H 1.563 -1.905 0.093 0.116
H 3.697 -1.249 -1.541 0.105
H 0.143 -1.518 -3.861 0.132
H -0.019 -2.342 -1.733 0.094
P 6.734 -1.909 -2.256 0.777
P 7.606 -4.560 -1.054 0.772
C 8.323 -2.634 -2.954 -0.432
C 8.940 -3.632 -1.979 -0.459
H 9.018 -1.810 -3.152 0.073
H 8.082 -3.113 -3.914 0.075
H 9.578 -4.354 -2.504 0.076
H 9.554 -3.120 -1.225 0.077
C 8.746 -5.460 0.086 -0.334
H 8.168 -6.237 0.606 0.033
H 9.143 -4.750 0.826 0.032
H 9.578 -5.925 -0.466 0.041
C 7.411 -5.931 -2.278 -0.319
H 8.391 -6.327 -2.576 0.040
H 6.867 -5.575 -3.162 0.026
H 6.826 -6.726 -1.796 0.033
C 7.340 -0.188 -2.025 -0.319
H 6.492 0.462 -1.774 0.015
H 7.834 0.172 -2.938 0.040
H 8.055 -0.174 -1.192 0.040
C 5.824 -1.712 -3.841 -0.323
H 5.531 -2.706 -4.203 0.035
H 6.455 -1.221 -4.593 0.045
H 4.915 -1.120 -3.668 0.003
B -0.327 5.256 0.276 -0.385
C -0.036 3.783 0.513 -0.172
N 0.216 2.640 0.688 0.039
H 0.513 5.887 0.902 0.037
H -1.454 5.498 0.685 0.030
H -0.245 5.496 -0.922 0.030
```

Computed properties:
Frontier orbital gap, eV: 5.43
Spin multiplicity: 1
Total charge: +1
Highest occupied orbital energy, eV: -9.546
ΔE to the lowest compared entry with this formula, charge and spin, kJ/mol: 0.0

=====

Entry 3:
# C25H46ClN2O11PSi2

C25H46ClN2O11PSi2 as an isolated structure (wB97M-V/def2-TZVPD, the OMol25 dataset).

```
88
Properties=species:S:1:pos:R:3:lowdin_charge:R:1
C 0.848 -1.180 2.789 0.059
C 0.496 0.086 2.965 -0.092
C -0.274 1.516 3.105 -0.202
C -1.447 1.689 1.984 -0.233
C -0.834 1.996 0.487 -0.216
Si -1.915 1.140 -0.844 0.489
C -3.758 1.610 -0.405 -0.210
C -4.534 1.619 -1.840 -0.169
C -5.122 1.486 -3.023 0.051
O -1.726 -0.585 -0.622 -0.137
C -2.949 -1.290 -0.838 -0.245
N -4.106 -1.566 -1.173 0.172
O -1.657 1.700 -2.467 -0.261
Si -0.055 1.373 -3.044 0.461
C 0.690 3.102 -3.552 -0.240
C 0.514 4.175 -2.331 -0.694
C 1.688 4.080 -1.220 -0.160
Cl 0.597 5.916 -3.008 0.497
O 1.029 0.713 -1.861 -0.292
C 2.432 0.761 -2.330 -0.221
C 3.425 -0.096 -1.360 -0.182
N 3.635 -1.508 -1.817 -0.085
C 3.576 -2.494 -0.675 -0.169
C 2.291 -3.484 -0.737 -0.351
C 1.027 -2.844 -1.520 -0.069
O 2.665 -4.813 -1.267 -0.094
P -0.299 0.052 -4.839 0.609
O -0.672 0.975 -6.031 -0.361
O -1.557 -1.098 -4.467 -0.232
O 1.105 -0.866 -5.187 -0.229
H 1.211 -2.174 2.323 0.037
H -0.694 1.603 4.187 0.106
H 0.519 2.337 2.913 0.110
H -2.049 0.692 1.999 0.109
H -2.191 2.514 2.319 0.116
H 0.268 1.670 0.498 0.078
H -0.944 3.141 0.338 0.095
H -4.231 0.881 0.347 0.090
H -3.783 2.690 0.006 0.093
H -5.272 1.096 -4.106 0.062
H 1.772 3.018 -3.932 0.097
H -0.012 3.486 -4.399 0.097
H -0.497 4.031 -1.765 0.093
H 2.734 4.089 -1.738 0.090
H 1.656 4.927 -0.443 0.083
H 1.600 3.020 -0.743 0.063
H 2.858 1.837 -2.344 0.096
H 2.569 0.337 -3.392 0.115
H 4.456 0.443 -1.427 0.129
H 3.033 0.009 -0.283 0.125
H 4.627 -1.559 -2.138 0.106
H 3.544 -1.988 0.370 0.115
H 4.516 -3.170 -0.755 0.130
H 1.939 -3.689 0.357 0.135
H 0.630 -1.906 -0.973 0.076
H 1.281 -2.587 -2.622 0.072
H 0.138 -3.603 -1.556 0.062
H 2.306 -4.800 -2.188 0.089
H -1.183 -1.622 -3.698 0.054
H 0.893 -1.833 -5.272 0.082
O -1.180 -4.968 -0.724 0.071
C -2.368 -5.106 -0.936 -0.509
O -3.170 -5.626 0.013 0.001
C -4.605 -5.645 -0.058 -0.228
C -5.095 -6.864 -0.813 -0.067
C -2.952 -4.793 -2.285 0.006
H -4.992 -4.711 -0.472 0.110
H -4.963 -5.696 0.974 0.124
H -4.751 -6.859 -1.851 0.067
H -6.187 -6.906 -0.811 0.082
H -4.707 -7.778 -0.356 0.085
H -2.840 -5.662 -2.934 0.098
H -2.400 -3.952 -2.712 0.074
H -3.995 -4.487 -2.252 0.068
O 0.900 1.763 5.777 0.077
C 1.529 2.765 6.049 -0.506
O 2.464 3.230 5.196 -0.006
C 3.118 4.503 5.323 -0.230
C 4.326 4.405 6.231 -0.066
C 1.352 3.451 7.374 0.011
H 2.414 5.277 5.641 0.114
H 3.447 4.781 4.318 0.123
H 4.043 4.120 7.247 0.068
H 4.854 5.361 6.275 0.083
H 5.016 3.638 5.868 0.086
H 1.993 2.971 8.115 0.099
H 0.308 3.344 7.680 0.095
H 1.553 4.520 7.346 0.071
```

Computed properties:
Frontier orbital gap, eV: 9.27
Spin multiplicity: 1
Highest occupied orbital energy, eV: -9.209